# 1
Formula: C19H33N2OPSiTi
Source: the OMol25 dataset
Level of theory: ωB97M-V/def2-TZVPD

Results
ΔE to the lowest compared entry with this formula, charge and spin = 0.0 kcal per mole
max |F| = 3.232 eV Å⁻¹
total charge = 0
E = -65547.442 eV
LUMO level = 0.07 eV
M = 412.413 g/mol
HOMO-LUMO gap = 6.995 eV

Each line ends with the Mulliken charge.
Atoms and positions in Å:
1 Ti -0.171 0.256 0.003  -0.145
2 Si -0.898 2.531 -0.704  0.971
3 P 0.143 0.280 -2.509  0.978
4 N 1.595 0.534 0.289  0.020
5 H -2.029 -1.675 -1.060  -0.258
6 C 0.569 -1.361 -3.230  -1.385
7 H 0.641 -1.276 -4.314  0.439
8 H -0.211 -2.075 -2.966  0.367
9 H 1.525 -1.704 -2.823  0.351
10 C -1.178 0.802 -3.676  -1.166
11 H -0.810 0.646 -4.702  0.432
12 H -1.428 1.854 -3.535  0.278
13 H -2.077 0.190 -3.519  0.282
14 C 1.599 1.245 -3.067  -1.161
15 H 1.696 1.158 -4.167  0.418
16 H 2.509 0.845 -2.596  0.314
17 H 1.493 2.295 -2.791  0.304
18 C -2.738 2.933 -0.872  -1.062
19 H -3.316 2.480 -0.049  0.201
20 H -3.132 2.592 -1.842  0.262
21 H -2.795 4.030 -0.806  0.403
22 H -0.499 3.198 0.599  -0.296
23 H -0.287 3.319 -1.807  -0.267
24 C 2.823 1.024 0.516  -0.142
25 C 5.134 0.689 1.168  -0.622
26 C 3.893 0.162 0.854  -0.176
27 C 3.041 2.434 0.451  -0.007
28 C 4.292 2.940 0.756  -0.572
29 C 5.327 2.081 1.119  -0.418
30 H 5.925 0.025 1.445  0.400
31 H 3.676 -0.920 0.876  0.284
32 H 2.180 3.069 0.179  0.134
33 H 4.446 4.010 0.712  0.377
34 H 6.306 2.488 1.366  0.344
35 C -2.683 -1.142 -0.405  1.167
36 O -2.128 -0.073 0.234  -0.524
37 C -2.735 -2.435 0.429  -1.342
38 H -3.448 -3.047 -0.098  0.501
39 H -3.020 -2.288 1.475  0.206
40 H -1.743 -2.878 0.441  0.304
41 C -3.926 -0.811 -1.201  -1.444
42 H -4.027 -1.631 -1.889  0.431
43 H -3.845 0.151 -1.777  0.156
44 H -4.832 -0.732 -0.568  0.360
45 N -0.497 0.234 2.169  -0.304
46 C -0.423 -1.084 2.705  0.612
47 C -1.418 -1.544 3.570  -0.534
48 C -1.304 -2.797 4.146  -0.500
49 C -0.180 -3.603 3.874  -0.479
50 C 0.784 -3.152 2.979  -0.784
51 C 0.681 -1.897 2.386  0.000
52 H -1.391 0.686 2.309  0.298
53 H 0.241 0.864 2.519  0.286
54 H -2.281 -0.891 3.777  0.299
55 H -2.074 -3.147 4.839  0.377
56 H -0.086 -4.574 4.359  0.392
57 H 1.661 -3.779 2.756  0.386
58 H 1.431 -1.529 1.673  0.252

# 2
Formula: C19H33N7PRuS
Source: the OMol25 dataset
Level of theory: ωB97M-V/def2-TZVPD

Results
ΔE to the lowest compared entry with this formula, charge and spin = 0.0 kcal per mole
max |F| = 1.040 eV Å⁻¹
total charge = +2
E = -53361.521 eV
LUMO level (alpha / beta) = -5.87 / -7.82 eV
M = 523.633 g/mol
spin multiplicity = 2
HOMO-LUMO gap (alpha / beta) = 7.887 / 5.875 eV
⟨S²⟩ = 0.76

Each line ends with the Mulliken spin population.
Atoms and positions in Å:
1 Ru -0.338 0.461 0.595  0.826
2 C -1.152 0.664 2.550  0.138
3 C 0.142 1.285 2.519  -0.049
4 C 1.110 0.272 2.261  0.010
5 C 0.412 -0.992 2.188  0.009
6 C -0.966 -0.748 2.331  -0.088
7 C -2.030 -1.800 2.362  0.001
8 C 1.002 -2.361 2.186  0.007
9 C 2.583 0.510 2.331  -0.010
10 C 0.436 2.720 2.820  0.020
11 C -2.421 1.381 2.910  -0.008
12 H -3.027 -1.376 2.473  -0.001
13 H -1.872 -2.458 3.219  -0.002
14 H -2.012 -2.433 1.473  0.001
15 H 2.058 -2.371 1.942  0.000
16 H 0.467 -3.040 1.524  0.000
17 H 0.911 -2.763 3.199  -0.001
18 H 2.894 0.537 3.379  0.000
19 H 2.850 1.469 1.889  0.000
20 H 3.160 -0.275 1.843  0.000
21 H 0.981 2.801 3.764  0.000
22 H -0.479 3.301 2.915  0.000
23 H 1.047 3.179 2.044  -0.003
24 H -2.375 1.724 3.945  0.006
25 H -3.299 0.739 2.837  0.001
26 H -2.581 2.264 2.290  0.002
27 C -5.356 0.861 -1.160  0.000
28 C -4.161 1.730 -1.264  0.001
29 N -4.114 2.927 -1.745  0.001
30 N -2.810 3.323 -1.607  0.012
31 C -2.041 2.403 -1.049  0.017
32 S -0.369 2.427 -0.678  0.067
33 N -2.890 1.379 -0.814  0.008
34 N -2.418 0.185 -0.260  -0.019
35 H -6.124 1.242 -1.829  0.000
36 H -5.754 0.869 -0.143  0.000
37 H -5.127 -0.167 -1.443  0.000
38 H -2.530 4.239 -1.926  -0.001
39 H -3.013 -0.090 0.515  0.000
40 H -2.454 -0.537 -0.976  0.004
41 C 2.502 -0.157 -3.640  0.001
42 N 1.576 -1.287 -3.514  0.013
43 C 2.327 -2.474 -3.115  -0.002
44 N 3.100 -2.280 -1.889  0.000
45 C 4.004 -1.137 -2.071  0.001
46 N 3.300 0.091 -2.434  0.015
47 C 2.465 0.558 -1.337  0.015
48 P 1.153 -0.680 -0.882  0.009
49 C 0.495 -1.015 -2.586  0.001
50 C 2.274 -2.170 -0.708  -0.003
51 H 1.941 0.745 -3.891  0.000
52 H 3.186 -0.377 -4.459  0.000
53 H 3.028 -2.716 -3.913  0.001
54 H 1.644 -3.315 -2.988  0.000
55 H 4.699 -1.389 -2.871  0.000
56 H 4.575 -0.975 -1.155  0.000
57 H 1.989 1.498 -1.613  -0.004
58 H 3.082 0.745 -0.456  -0.002
59 H -0.079 -0.143 -2.909  0.000
60 H -0.182 -1.874 -2.561  0.002
61 H 1.676 -3.075 -0.589  0.002
62 H 2.907 -2.055 0.170  -0.002

# 3
Formula: C19H34AsIrN6O2S2
Source: the OMol25 dataset
Level of theory: ωB97M-V/def2-TZVPD

Results
ΔE to the lowest compared entry with this formula, charge and spin = 33.4 kcal per mole
max |F| = 0.554 eV Å⁻¹
total charge = +3
E = -118611.092 eV
LUMO level (alpha / beta) = -9.94 / -11.25 eV
M = 709.794 g/mol
spin multiplicity = 2
HOMO-LUMO gap (alpha / beta) = 7.008 / 5.669 eV
⟨S²⟩ = 0.76

Each line ends with the Mulliken spin population.
Atoms and positions in Å:
1 Ir 0.449 0.645 -0.059  0.579
2 C 4.441 2.286 -0.360  0.001
3 C 3.162 1.553 -0.499  -0.001
4 N 2.294 1.426 0.455  0.009
5 O 2.548 2.093 1.625  0.000
6 C 2.750 0.882 -1.724  0.016
7 C 3.628 0.691 -2.913  -0.001
8 N 1.541 0.339 -1.696  -0.039
9 O 1.036 -0.370 -2.563  -0.046
10 H 4.320 3.160 0.276  0.000
11 H 4.813 2.581 -1.338  0.000
12 H 5.189 1.640 0.108  0.000
13 H 2.093 1.593 2.320  -0.001
14 H 4.646 0.462 -2.600  0.001
15 H 3.654 1.599 -3.520  0.002
16 H 3.253 -0.122 -3.527  0.001
17 C -3.842 -0.576 -2.741  0.006
18 As -2.216 -1.455 -2.229  -0.003
19 C -2.631 -3.220 -1.607  0.004
20 C -1.109 -1.608 -3.784  0.000
21 S -1.604 -0.365 -0.402  0.259
22 H -4.371 -1.216 -3.447  0.000
23 H -3.601 0.376 -3.211  0.001
24 H -4.454 -0.419 -1.855  0.002
25 H -3.279 -3.690 -2.348  0.000
26 H -3.146 -3.157 -0.651  0.001
27 H -1.710 -3.791 -1.505  0.001
28 H -1.704 -2.214 -4.471  0.000
29 H -0.180 -2.114 -3.543  -0.001
30 H -0.916 -0.629 -4.213  0.000
31 N 0.943 -0.776 1.356  0.022
32 C 1.336 -1.730 1.910  -0.012
33 N 1.740 -2.773 2.517  0.004
34 C 3.205 -3.085 2.639  0.000
35 C 3.357 -4.493 3.192  0.000
36 C 2.452 -5.475 2.457  0.000
37 C 0.960 -5.107 2.606  0.000
38 C 0.771 -3.707 3.170  -0.001
39 H 3.663 -2.338 3.287  0.000
40 H 3.629 -3.016 1.637  0.000
41 H 3.162 -4.499 4.266  0.000
42 H 4.404 -4.772 3.074  0.000
43 H 2.627 -6.481 2.830  0.000
44 H 2.726 -5.491 1.400  0.000
45 H 0.452 -5.797 3.281  0.000
46 H 0.452 -5.183 1.644  0.000
47 H 0.979 -3.649 4.238  0.000
48 H -0.230 -3.313 3.002  0.001
49 C -2.714 6.886 -0.317  0.001
50 C -2.724 5.419 -0.088  -0.001
51 C -3.769 4.697 0.453  0.019
52 C -3.628 3.322 0.621  -0.008
53 N -2.497 2.676 0.256  0.022
54 C -1.526 3.366 -0.255  0.001
55 S 0.025 2.755 -0.832  0.146
56 N -1.614 4.718 -0.416  0.014
57 C -4.707 2.487 1.209  0.001
58 H -3.699 7.305 -0.133  0.000
59 H -2.420 7.114 -1.342  0.000
60 H -2.003 7.364 0.361  0.000
61 H -4.677 5.203 0.745  0.001
62 H -0.822 5.218 -0.808  0.001
63 H -5.586 3.072 1.465  0.000
64 H -4.333 1.990 2.104  -0.001
65 H -4.988 1.713 0.493  -0.001

The lowest total charge belongs to which entry?
C19H33N2OPSiTi